The following is a DFT calculation (ωB97M-V/def2-TZVPD) of C7H12O2 in the gas phase.

XYZ file:
```
21
Properties=species:S:1:pos:R:3:lowdin_charge:R:1
C -1.98939 0.31492 -0.85593 0.016
C -1.97296 -0.23314 0.28469 -0.123
C 1.30483 0.90147 0.11261 -0.283
C 0.67244 -0.50519 -0.12189 -0.325
C 0.98902 2.09253 0.91416 -0.047
C 0.83425 -1.23705 -1.44171 -0.001
C -0.70482 -0.78107 0.84341 -0.247
O 1.71382 -0.25678 0.83710 -0.019
O -0.80420 -2.20332 1.11229 -0.048
H -2.94817 0.57171 -1.34377 0.084
H -1.07285 0.37301 -1.40593 0.041
H -2.90070 -0.37955 0.79444 0.106
H 1.92924 1.24110 -0.68538 0.129
H 1.86282 2.37986 1.43233 0.067
H 0.17244 2.04665 1.72260 0.117
H 0.78302 2.87118 0.21697 0.070
H 0.48066 -0.56069 -2.28003 0.109
H 0.18488 -2.09392 -1.26963 0.083
H 1.83683 -1.52806 -1.44529 0.069
H -0.42978 -0.41997 1.75906 0.099
H 0.05863 -2.59370 0.81990 0.103
```

SMILES = C=C[C@@H](O)[C@]1(C)O[C@@H]1C
Calculated total energy = -11545.0897 eV
2S+1 = 1
Orbital gap = 10.714 eV

=====

The following is a DFT calculation (ωB97M-V/def2-TZVPD) of a molecular structure, C31H34Cl2MoN5O2SSi2.

XYZ file:
```
78
Properties=species:S:1:pos:R:3:lowdin_spin:R:1
Mo -0.55127 0.45268 -1.08332 1.806
C 2.77369 -0.66985 0.26821 0.000
Si 2.08086 0.20980 -1.27599 -0.003
C 2.45299 -0.72432 -2.87378 0.001
C 3.11546 1.76663 -1.33739 -0.003
C 4.51695 1.78369 -1.30646 -0.001
C 5.20343 2.98129 -1.33821 0.000
C 4.49813 4.18479 -1.40044 0.000
C 3.11818 4.17452 -1.43439 0.000
C 2.41268 2.96407 -1.40524 -0.002
Si 0.55144 2.79656 -1.48469 0.006
C -0.11102 3.88896 -0.09307 0.011
C 0.02294 3.36660 -3.19394 -0.004
H 3.69259 -1.21006 0.00973 0.000
H 2.09025 -1.35068 0.77704 0.000
H 3.08701 0.09165 0.98321 0.000
H 3.52277 -0.95744 -2.89452 0.000
H 2.24768 -0.07714 -3.72864 0.000
H 1.88501 -1.64282 -3.01689 0.000
H 5.07968 0.85719 -1.25295 0.000
H 6.28548 2.98969 -1.31409 0.000
H 5.03781 5.12245 -1.42451 0.000
H 2.58984 5.12078 -1.48470 0.000
H -0.19009 4.91750 -0.45567 0.001
H 0.59526 3.89354 0.73811 0.000
H -1.09340 3.60449 0.27544 0.000
H 0.20915 4.44249 -3.26409 -0.001
H -1.02823 3.19939 -3.41515 0.000
H 0.63062 2.88086 -3.96016 0.000
Cl -7.79044 2.20705 -2.35165 0.000
C -6.09000 2.06298 -2.08342 0.002
C -5.32598 3.24506 -1.95140 0.006
C -3.98071 3.20760 -1.74325 0.000
Cl -3.09265 4.67697 -1.62149 0.000
C -3.27653 1.95955 -1.63583 0.006
O -2.00284 1.96570 -1.45810 0.017
C -4.07411 0.79267 -1.78101 0.005
C -3.46770 -0.47653 -1.73286 0.022
O -2.25679 -0.71015 -1.50219 0.023
C -5.47820 0.85452 -2.01025 0.005
H -5.82366 4.20247 -2.02707 0.000
H -4.08236 -1.36461 -1.91347 0.000
H -6.03841 -0.06354 -2.12590 0.000
N -3.90576 -2.39951 8.63332 0.001
C -3.38794 -1.97280 7.70207 0.000
C -2.74131 -1.44292 6.53087 0.001
C -1.44427 -0.94931 6.61707 0.000
C -0.82045 -0.44673 5.48772 0.001
C -1.50683 -0.43565 4.28233 0.000
C -2.80433 -0.91893 4.18679 0.001
C -3.42020 -1.42893 5.31591 0.000
N -0.85785 0.07889 3.11551 0.014
C 0.20251 0.96560 3.08358 0.000
C 0.50492 1.15822 1.77864 0.019
N -0.35358 0.40009 1.00474 0.033
C -1.16510 -0.22262 1.84347 0.032
H -0.91961 -0.96788 7.56152 0.000
H 0.19838 -0.09529 5.55478 0.000
H -3.35305 -0.88200 3.25672 0.000
H -4.43149 -1.80539 5.25867 0.000
H 0.62335 1.38403 3.97786 0.000
H 1.27023 1.76826 1.33265 0.002
H -1.91179 -0.94453 1.55970 0.001
S -0.21439 -2.43587 -0.74081 -0.004
C 0.93046 -3.64840 -1.15520 0.000
N 0.46437 -4.84693 -1.51235 0.001
C 1.30634 -5.98899 -1.85913 0.000
C 2.63914 -5.85777 -1.14413 0.000
C 3.22855 -4.49374 -1.46118 0.000
N 2.24624 -3.46846 -1.12264 0.001
H -0.53725 -4.94061 -1.50128 0.000
H 1.45224 -6.01683 -2.94278 0.000
H 0.77878 -6.89689 -1.57168 0.000
H 3.31831 -6.65112 -1.45047 0.000
H 2.48361 -5.94164 -0.06661 0.000
H 3.49405 -4.41743 -2.51957 0.000
H 4.12747 -4.29903 -0.87831 0.000
H 2.56072 -2.55596 -0.83336 0.000
```

⟨S²⟩ = 2.0211
Charge = +1
Calculated total energy = -97731.6896 eV
2S+1 = 3
Orbital gap (alpha / beta) = 7.525 / 6.957 eV

=====

The following is a DFT calculation (ωB97M-V/def2-TZVPD) of a molecular structure, C14H26MgN6O6.

XYZ file:
```
53
Properties=species:S:1:pos:R:3:lowdin_charge:R:1
O -0.14531 -0.54434 -4.02602 -0.127
H 0.55132 -0.10712 -4.54486 0.119
Mg 0.10087 -0.04522 -0.49216 0.659
N 0.37309 1.65614 0.84544 -0.209
N 1.61956 1.26206 -1.28136 -0.203
N -1.08123 -1.07598 0.93391 -0.019
N -0.34477 -1.98199 -1.34724 -0.008
O -0.38654 1.86191 1.89606 -0.266
O -1.36417 -0.58315 2.19013 -0.025
O 0.20078 -2.56688 -2.49598 -0.063
O 2.26430 0.92714 -2.33273 -0.212
C 2.08869 2.31948 -0.55324 -0.292
C 1.39262 2.52483 0.66006 -0.289
C -1.32019 -2.37212 0.75989 -0.249
C -0.90547 -2.87875 -0.53259 -0.236
C 1.72874 3.54509 1.68687 -0.029
H 2.05629 3.05741 2.61778 0.086
H 0.85117 4.16880 1.90499 0.085
H 2.53828 4.19688 1.34554 0.059
C 3.25787 3.11869 -0.99662 -0.047
H 3.17285 3.36974 -2.05925 0.076
H 4.19148 2.55437 -0.86117 0.086
H 3.31982 4.04477 -0.41886 0.057
C -1.91101 -3.29042 1.77454 -0.007
C -1.04981 -4.32421 -0.88190 -0.002
H -2.37158 -2.72628 2.58816 0.084
H -1.14402 -3.95923 2.18881 0.101
H -2.66248 -3.93278 1.30173 0.088
H -0.50281 -4.52849 -1.80646 0.081
H -2.10684 -4.58300 -1.04319 0.102
H -0.66697 -4.96746 -0.07606 0.096
H -1.02238 0.38081 2.15040 0.050
H 0.14945 -1.81723 -3.18540 0.062
C -0.90725 0.47468 -3.33544 -0.106
H -0.26814 1.23791 -2.87195 0.074
H -1.54932 -0.00693 -2.58946 0.067
H -1.53853 0.96584 -4.09046 0.096
O -2.03492 1.40361 -0.46998 -0.068
H -2.82587 0.90492 -0.20446 0.067
H -1.77702 1.89287 0.34134 0.043
N 4.77370 -2.95129 2.96287 0.111
C 3.80927 -2.30398 2.26182 -0.322
C 3.45982 -2.72004 0.95659 -0.006
C 2.49330 -1.99358 0.26770 -0.120
N 1.85015 -0.94804 0.79915 0.018
C 2.14709 -0.57418 2.05452 -0.102
C 3.13340 -1.19441 2.81680 0.000
H 5.25681 -3.74975 2.57680 0.103
H 5.04802 -2.65239 3.88825 0.105
H 3.93023 -3.58020 0.48594 0.107
H 2.21013 -2.26330 -0.74990 0.108
H 1.57991 0.26032 2.46686 0.106
H 3.36281 -0.81883 3.81359 0.111
```

Calculated total energy = -41607.0354 eV
2S+1 = 1
Orbital gap (alpha / beta) = 4.872 / 4.880 eV

=====

The following is a DFT calculation (ωB97M-V/def2-TZVPD) of a molecular structure, C24H37As3N2O2Pd.

XYZ file:
```
69
Properties=species:S:1:pos:R:3:lowdin_charge:R:1
Pd -1.24101 0.32653 0.08147 0.030
O 2.17383 6.69394 1.14596 0.118
C 0.85163 6.85390 0.92390 -0.482
O 0.38281 7.96306 0.92424 0.113
C 0.03938 5.63609 0.68521 -0.133
C -1.33325 5.82369 0.49798 -0.006
C -2.18381 4.76589 0.26884 0.001
C -1.67710 3.45893 0.21083 -0.260
C -0.29683 3.27640 0.40315 -0.030
C 0.54985 4.33310 0.63395 -0.017
N -2.40836 2.30315 0.01874 0.010
C -3.65015 2.26741 -0.34420 -0.081
C -4.30672 1.00028 -0.50842 -0.263
C -5.68206 0.91720 -0.78290 -0.023
C -6.26289 -0.31582 -0.97387 -0.070
C -5.45987 -1.45269 -0.88727 -0.057
C -4.11539 -1.28896 -0.59833 -0.142
N -3.54394 -0.10824 -0.41535 0.038
H 2.44586 5.76748 1.13199 0.088
H -1.71238 6.83321 0.53848 0.121
H -3.24082 4.95384 0.14367 0.104
H 0.06970 2.23830 0.36689 0.052
H 1.60483 4.12964 0.77699 0.106
H -4.23916 3.15873 -0.57218 0.121
H -6.26613 1.82236 -0.83872 0.109
H -7.31766 -0.40248 -1.19069 0.106
H -5.87702 -2.43474 -1.04799 0.101
H -3.45712 -2.14864 -0.52051 0.106
C -0.32154 -0.32851 3.78878 -0.321
As -0.27012 -0.89212 1.90637 1.029
C -0.48224 -2.82072 2.24612 -0.317
C 1.68579 -0.59448 1.67367 -0.353
C 2.49734 -1.13296 0.47999 -0.696
C 3.96983 -0.82197 0.79866 -0.115
C 2.17985 -0.43744 -0.85339 -0.334
As 0.33185 -0.32329 -1.59404 1.037
C 0.79990 0.74574 -3.17595 -0.314
C 0.05754 -2.01303 -2.56561 -0.313
C 2.31535 -2.64622 0.38079 -0.378
As 3.79264 -3.73144 -0.40651 1.131
C 2.97489 -5.42943 0.16901 -0.353
C 3.19161 -3.85200 -2.28221 -0.349
H 0.36280 -0.92132 4.39877 0.021
H -1.33477 -0.45509 4.17354 0.018
H -0.05928 0.72629 3.86821 0.018
H 0.30421 -3.20811 2.89438 0.022
H -0.50663 -3.39038 1.31831 0.005
H -1.44316 -2.95251 2.74749 0.019
H 2.16611 -0.96360 2.58947 0.076
H 1.77332 0.50253 1.67372 0.069
H 4.09745 0.22761 1.05908 0.083
H 4.60265 -1.04637 -0.06269 0.054
H 4.31076 -1.43186 1.63670 0.079
H 2.82145 -0.87344 -1.63087 0.065
H 2.46605 0.61947 -0.75438 0.076
H 1.66532 0.33577 -3.70174 0.022
H 1.00540 1.77617 -2.88389 0.015
H -0.05498 0.75055 -3.85578 0.021
H 0.89349 -2.23299 -3.22973 0.010
H -0.84685 -1.89299 -3.16716 0.020
H -0.10646 -2.85121 -1.88932 0.005
H 1.37496 -2.85865 -0.13977 0.051
H 2.22686 -3.03704 1.40163 0.063
H 3.08064 -5.54525 1.24723 0.014
H 3.45880 -6.27780 -0.31135 0.014
H 1.91458 -5.44501 -0.08155 0.018
H 3.29735 -2.89555 -2.79142 0.002
H 2.15350 -4.17339 -2.33581 0.009
H 3.80755 -4.57953 -2.81064 0.014
```

Calculated total energy = -218558.6022 eV
2S+1 = 1
Orbital gap = 5.341 eV